This record from the Open Molecules 2025 dataset describes C56H41BaN4O4 as an isolated structure. The level of theory is ωB97M-V/def2-TZVPD.

ΔE to the lowest compared entry with this formula, charge and spin: 0.00 kcal per mole
Total charge: -1
HOMO-LUMO gap (spin up / spin down): 0.186 / 0.197 Eh
Molar mass: 971.3 g mol⁻¹

Element x y z (Å)
1 H -4.584386 2.312437 -0.630413
2 C 3.881727 -0.504989 -4.711314
3 H 1.327056 -5.038803 0.244207
4 H 4.064578 2.377924 2.131766
5 C -4.628185 6.603338 -1.152959
6 C -3.603984 4.862182 -2.480424
7 H 1.366899 -7.582805 0.504279
8 H 2.390491 0.390575 6.483635
9 H 6.369793 0.430848 8.548700
10 C -2.942488 4.313228 -1.392320
11 H 5.252332 -1.797592 -7.105333
12 C 4.780732 -0.110530 3.533694
13 C -4.053386 6.017070 -0.013872
14 C 3.071691 0.180324 5.655092
15 C 0.907532 -7.126634 -0.399343
16 H -4.846528 6.414209 -3.307642
17 C 3.747766 0.307161 -3.590504
18 C -6.186072 -4.508372 4.684437
19 N -1.623456 0.815031 -0.571483
20 H -6.710907 7.521583 -2.623954
21 C 4.453077 0.145464 5.902843
22 H 6.665524 -0.760429 7.254072
23 H -5.329289 8.628919 -2.933591
24 N 0.316873 2.573729 -2.446125
25 C 6.269659 0.237367 7.468412
26 C 1.409817 4.504684 -1.861409
27 C 2.861644 -0.229400 1.845659
28 H 1.779849 1.105957 -6.783762
29 H -2.821749 -1.263737 3.445177
30 H 4.380553 0.095094 -2.747014
31 C -1.953768 3.151137 -1.485235
32 C 3.301230 0.691488 0.807177
33 C -2.399760 -0.028007 0.219978
34 H -3.357118 -3.394834 -0.245764
35 C -0.567698 -1.379544 1.376959
36 C -4.861065 -3.874725 2.760023
37 C -3.300187 4.876275 -0.138200
38 C 0.917891 -5.723433 -0.546058
39 C -4.265022 -2.839824 3.487481
40 C -3.326115 -2.053724 2.850285
41 C 0.296852 -5.148429 -1.665299
42 H 4.128123 3.757257 -0.161286
43 H -0.700891 -8.007544 -3.262371
44 C -0.082878 -2.364948 2.297916
45 C 3.823226 1.984186 1.151802
46 C -4.502809 -4.047912 1.407547
47 C 1.619737 3.164364 -2.288160
48 H -6.617984 -3.526590 4.810362
49 C -2.975611 -2.171318 1.502211
50 N 0.503724 -0.637912 0.934821
51 H -5.370930 -4.683458 5.397265
52 C 3.851527 2.722585 -0.021289
53 C 2.586238 -0.005292 4.379620
54 C 0.150874 -3.792533 -2.013126
55 C -2.411200 1.913040 -0.918566
56 H -4.250926 6.460065 0.969425
57 H -2.938229 4.399962 0.787613
58 H 2.176299 5.253629 -1.716099
59 H -0.691341 -3.091692 2.824998
60 H -4.603892 -0.016663 0.700217
61 O -5.755572 -4.751247 3.312644
62 H 4.552204 -1.389898 -4.657530
63 C -3.758318 1.664711 -0.472377
64 C 0.303319 -7.957081 -1.335454
65 N 3.175460 0.590981 -0.573848
66 H -3.516580 4.396984 -3.463351
67 C -0.268188 -7.374890 -2.485550
68 C 2.783924 2.256533 -2.380365
69 C 4.171252 -1.989187 -7.264586
70 C 1.631555 -1.004873 1.697861
71 C -6.014029 8.251655 -2.180300
72 C 3.414123 -0.109533 3.239454
73 C 2.849545 1.374127 -3.519524
74 O 3.407117 -0.768584 -7.090683
75 H -6.631262 9.102860 -1.830484
76 O 4.848168 0.310392 7.184763
77 C 2.328962 0.894580 -5.873349
78 H 6.385406 -0.127156 4.951963
79 C -0.148162 -2.593681 -2.353181
80 H -0.380170 5.611891 -1.295417
81 C -3.751119 0.475728 0.215500
82 C -0.266921 -6.011516 -2.645085
83 H 6.875157 1.001336 6.969167
84 C 3.214949 -0.189052 -5.887655
85 C -4.387636 5.994854 -2.392109
86 C -3.592865 -3.221138 0.798670
87 H 3.822251 -2.833612 -6.643257
88 C 0.059503 4.683060 -1.640205
89 C 2.185403 1.656465 -4.747620
90 C -0.578621 3.408220 -1.870392
91 H -4.459101 -2.685957 4.559594
92 H -6.931197 -5.259360 4.860593
93 H 1.484285 -0.007398 4.260205
94 H 1.515904 2.521793 -4.840835
95 H 0.245120 -9.028936 -1.145944
96 C -1.941323 -1.209639 0.954625
97 H 4.012195 -2.273050 -8.305062
98 H 5.493469 -0.148744 2.710860
99 O -5.345932 7.759645 -0.989221
100 C 3.351081 1.891052 -1.077014
101 Ba 0.631102 -0.118064 -1.667188
102 C 1.277700 -2.146696 2.471080
103 H -0.675118 -5.531382 -3.553993
104 C 5.298401 -0.080488 4.811349
105 H -4.954815 -4.865322 0.843970
106 H 1.893880 -2.669846 3.184535

Cartesian forces (eV/Å) of the 2 atoms listed first:
-0.540 0.366 -0.051
0.702 -0.732 -0.130

=====

This record from the Open Molecules 2025 dataset describes C56H41Cl4IrN8 as an isolated structure. The level of theory is ωB97M-V/def2-TZVPD.

ΔE to the lowest compared entry with this formula, charge and spin: 0.00 kcal per mole
HOMO-LUMO gap: 0.199 Eh
Molar mass: 1160.0 g mol⁻¹

Element x y z (Å)
1 C -0.082638 -4.924789 0.416943
2 N -2.180154 0.426383 -0.696028
3 C 1.136338 2.504934 -0.576364
4 H -5.284522 1.848377 5.819747
5 N 0.771853 1.257593 -0.987536
6 H 1.131228 -2.714064 -4.204042
7 H 2.922955 -0.095096 -0.554973
8 H -0.240097 5.510451 1.197472
9 C 0.870280 3.070812 0.664734
10 C -3.486521 -0.973555 6.329960
11 C 3.602309 -0.347339 -6.527423
12 Cl 3.698014 8.176769 2.096036
13 C -3.852220 1.023799 4.443510
14 H 2.226923 4.172286 -1.625289
15 C -0.213078 -6.843551 1.913585
16 H -1.350036 -5.076821 2.149785
17 H -1.589731 2.378333 4.507895
18 C 1.560042 0.202400 -5.413935
19 H 1.883805 0.435631 -7.530832
20 H -3.142366 3.370265 -0.657377
21 H 0.680820 -0.898256 3.014335
22 C -2.118939 -0.007257 2.939792
23 N -2.657493 2.098080 -2.283514
24 C -1.333371 1.111865 2.666287
25 H -2.713556 -0.009560 -5.019562
26 H -2.134464 4.075522 -1.933558
27 C -0.617809 -5.575000 1.537336
28 H -3.993516 1.576470 -3.815711
29 C -2.710246 -1.524924 -2.613048
30 C 1.957347 2.274259 -2.661542
31 C 2.794553 -0.826175 3.225207
32 H 2.770908 -1.036167 4.286933
33 N -0.583207 1.296846 1.535127
34 C 3.610728 5.568055 1.388047
35 H 1.482239 -5.101478 -1.051282
36 C -3.641934 2.457655 -3.291136
37 C -2.999902 -2.301074 2.350090
38 C 0.802121 -1.352344 -2.447802
39 C 3.406921 -0.671107 -4.166948
40 Cl 1.271116 -9.087763 1.645048
41 C -1.948924 0.131350 -4.250277
42 C -1.147340 2.249294 3.534594
43 C 2.874875 6.707765 1.668168
44 C 1.615496 -0.455032 1.123899
45 H 0.078197 4.029395 3.290590
46 H 0.934764 7.595905 1.823755
47 H -3.887907 -2.306406 2.960218
48 C -1.353252 -2.801489 0.903186
49 C 1.367408 -6.861176 0.113391
50 H 2.438672 2.414207 -3.615363
51 N 0.278767 -1.570102 -1.208632
52 Ir -0.137314 -0.139079 0.166658
53 H -4.013305 1.795486 3.700994
54 C -2.528340 -3.301995 1.566378
55 C 4.165263 -0.745531 -5.324547
56 C -4.571779 1.058590 5.627237
57 C 2.863642 -0.290006 0.510073
58 H 4.999113 -0.211305 0.732241
59 C 1.862476 3.158619 -1.649478
60 H 2.174397 -7.349144 -0.415469
61 H -2.966575 -4.273210 1.407979
62 C 0.829692 -2.598367 -3.175386
63 C 5.244160 -0.673131 3.349766
64 N -2.477807 -0.125119 -2.923255
65 C 0.952728 -5.593394 -0.253652
66 C 1.619889 -0.743595 2.496697
67 C 1.308788 -0.143050 -2.924491
68 H -1.563548 1.146064 -4.313969
69 N 6.220523 -0.711518 3.955582
70 C 1.553800 4.356922 0.988961
71 C 1.300170 1.058167 -2.226391
72 C 0.044363 2.498826 1.642814
73 H -3.030024 -1.618522 -1.579062
74 C -2.422176 0.799711 -1.924134
75 C -0.474216 -3.534877 0.054609
76 C 0.841049 5.519316 1.267406
77 H -4.502890 2.937484 -2.815496
78 C 0.765485 -7.493952 1.185182
79 H -2.077884 -1.801521 4.950113
80 H -1.808012 -2.117785 -2.762313
81 Cl -5.245099 0.116944 8.070227
82 H -2.468741 1.148915 -0.044257
83 C 0.056803 -2.912019 -1.080962
84 C 2.945867 4.399878 1.049707
85 H -0.643303 -7.321688 2.782725
86 H 3.834038 -0.986388 -3.222515
87 C 2.305040 0.128722 -6.583488
88 C 4.047407 -0.364911 1.225642
89 N -1.163269 -1.508163 1.252043
90 H -3.490055 -1.912087 -3.274603
91 C -4.373164 0.062586 6.568954
92 H -3.218358 3.158442 -4.013619
93 C -2.326446 3.167033 -1.361878
94 C -2.108315 -1.186699 2.188933
95 C -0.294455 3.092308 2.913911
96 H -1.128804 -0.562840 -4.451089
97 H 4.690046 5.594136 1.442579
98 H 3.510006 3.496744 0.849560
99 C 4.019331 -0.623947 2.592964
100 H 5.183551 -1.107553 -5.296940
101 C -2.782356 -1.000923 5.136235
102 C -2.941992 0.002168 4.181505
103 H -3.340671 -1.743651 7.074479
104 H -1.428403 2.917447 -0.803151
105 C 1.491932 6.694964 1.607277
106 C 0.388405 -3.557195 -2.335336
107 C 2.097841 -0.195986 -4.196533
108 Cl 4.541265 -0.446501 -7.986575
109 H 0.544879 0.578140 -5.453007
110 H 0.219896 -4.596132 -2.561332

Cartesian forces (eV/Å) of the 2 atoms listed first:
-0.282 -0.048 -0.196
0.077 0.246 0.001

=====

| no. | calculated total energy (Ha) |
| --- | --- |
| 1 | -2703.93872 |
| 2 | -4541.86680 |